Record 1
# C16H15BrCdSe

A structure of composition C16H15BrCdSe (ωB97M-V/def2-TZVPD, the Open Molecules 2025 dataset).

XYZ file:
```
34
Properties=species:S:1:pos:R:3:forces:R:3
C -0.488 1.795 -0.558 0.7 0.4 -0.5
C 0.937 2.038 -0.601 0.0 -0.7 0.0
C 1.517 1.101 -1.477 -0.6 0.4 0.1
H 1.489 2.787 -0.030 -0.3 -0.3 0.0
C 0.478 0.320 -2.053 -0.5 0.5 0.3
C -0.760 0.762 -1.548 0.0 0.1 0.2
H -1.775 0.521 -1.889 0.6 -0.1 0.2
H -1.196 2.507 -0.124 0.0 0.0 -0.5
H 2.580 0.969 -1.712 -0.5 0.1 0.3
H 0.627 -0.465 -2.779 -0.1 -0.1 0.0
Cd -1.462 0.370 1.052 0.5 -0.7 0.6
Br -1.433 -0.093 3.673 0.0 0.2 0.6
C -4.083 -0.927 1.319 0.4 0.3 -0.3
C -4.265 -0.605 -0.053 -0.3 0.9 0.0
C -4.433 0.820 -0.143 -0.3 -0.7 0.3
H -4.325 -1.314 -0.883 0.1 0.3 0.3
C -4.367 1.349 1.180 0.4 -0.3 -0.5
C -4.069 0.281 2.056 -0.8 0.1 0.2
H -3.861 0.371 3.122 -0.4 -0.1 -0.5
H -4.032 -1.914 1.769 0.3 0.1 -0.2
H -4.637 1.384 -1.052 0.1 -0.1 0.2
H -4.585 2.368 1.497 0.3 -0.1 -0.2
Se 1.085 -0.887 1.943 -1.1 0.5 0.9
C 2.626 -1.118 0.981 1.1 -0.7 -0.4
C 3.722 -0.229 1.038 -0.2 -0.5 -0.3
C 4.867 -0.473 0.281 -0.3 -0.6 -0.2
C 4.950 -1.660 -0.480 -0.2 0.0 -0.3
C 3.876 -2.587 -0.491 0.3 0.5 0.0
C 2.741 -2.326 0.263 0.7 0.5 -0.4
H 3.607 0.637 1.685 0.1 0.0 -0.3
H 5.672 0.273 0.254 -0.2 -0.4 0.1
H 5.818 -1.841 -1.124 -0.2 0.1 0.3
H 3.887 -3.481 -1.133 0.3 0.4 0.3
H 1.893 -3.002 0.304 0.1 0.0 -0.2
```
Forces are in eV/Å.

Energy relative to the best compared isomer or geometry (same formula, charge and spin) = 0.0 kJ/mol
Molecular weight = 478.6 g mol⁻¹
HOMO level = -0.67 eV
Charge = -2

The computed Löwdin charges, all in e, follow: -0.3525 -0.1970 -0.1741 0.0723 -0.1835 -0.2514 0.0650 0.0480 0.0811 0.0645 1.2000 -0.3442 -0.2652 -0.2392 -0.2459 0.0562 -0.2459 -0.3845 -0.0255 0.0650 0.0521 0.0585 0.3410 -0.7914 -0.1680 -0.1399 -0.1528 -0.1340 -0.1902 0.0814 0.0819 0.0672 0.0828 0.0681

Record 2
# C16H15BrCl2CoO3

A structure of composition C16H15BrCl2CoO3 (ωB97M-V/def2-TZVPD, the Open Molecules 2025 dataset).

XYZ file:
```
38
Properties=species:S:1:pos:R:3:forces:R:3
Co 1.974 0.623 0.517 0.1 0.1 0.2
C -5.321 1.855 -0.694 0.0 0.0 0.0
O -4.097 2.029 0.026 0.0 0.0 0.0
C -2.975 1.512 -0.463 0.0 0.0 0.0
C -2.911 0.791 -1.679 0.0 0.0 0.0
C -1.708 0.310 -2.096 0.0 0.0 0.0
C -0.511 0.496 -1.355 -0.1 0.0 0.0
C 0.725 0.023 -1.850 0.1 0.0 0.0
C 0.913 -0.609 -3.191 0.0 0.0 0.0
O 1.812 0.107 -1.186 -0.2 0.0 -0.1
C -0.605 1.212 -0.116 0.0 0.0 0.0
O 0.426 1.453 0.669 -0.1 0.0 -0.1
C -1.834 1.707 0.300 0.0 0.0 0.0
H -6.080 2.349 -0.097 0.0 0.0 0.0
H -5.564 0.797 -0.792 0.0 0.0 0.0
H -5.262 2.325 -1.675 0.0 0.0 0.0
H -3.795 0.621 -2.274 0.0 0.0 0.0
H -1.674 -0.243 -3.023 0.0 0.0 0.0
H 0.090 -0.458 -3.878 0.0 0.0 0.0
H 1.064 -1.680 -3.039 0.0 0.0 0.0
H 1.828 -0.213 -3.629 0.0 0.0 0.0
H -1.900 2.247 1.233 0.0 0.0 0.0
Cl 4.277 1.879 0.162 0.1 0.0 0.1
C 4.123 2.421 1.846 0.0 0.0 0.0
Cl 2.773 1.536 2.615 0.0 0.0 -0.1
H 3.890 3.478 1.855 0.0 0.0 0.0
H 5.036 2.187 2.380 0.0 0.0 0.0
Br 1.121 -5.402 2.729 0.0 0.0 0.0
C 1.296 -3.628 2.113 0.0 0.0 0.0
C 0.158 -2.895 1.809 0.0 0.0 0.0
C 0.280 -1.590 1.351 0.0 0.1 0.0
C 1.540 -1.036 1.217 0.0 -0.2 0.0
C 2.678 -1.765 1.528 0.0 0.1 0.0
C 2.558 -3.075 1.977 0.0 0.0 0.0
H -0.820 -3.341 1.930 0.0 0.0 0.0
H -0.616 -1.028 1.124 0.0 0.0 0.0
H 3.673 -1.338 1.432 0.0 0.0 0.0
H 3.438 -3.653 2.222 0.0 0.0 0.0
```
Forces are in eV/Å.

Energy relative to the best compared isomer or geometry (same formula, charge and spin) = 10.9 kJ/mol
Molecular weight = 465.0 g mol⁻¹
HOMO level (spin up / spin down) = -11.59 / -11.59 eV
Charge = +1

The computed Löwdin charges, all in e, follow: 0.3696 -0.0379 -0.0364 -0.2527 0.0097 0.0100 -0.0898 -0.2858 0.0333 -0.0447 -0.2907 -0.1097 0.0860 0.1004 0.1010 0.1016 0.1126 0.1158 0.0792 0.1156 0.1059 0.1443 0.6679 -0.8302 0.7493 0.0511 0.0493 0.7807 -0.6886 -0.1043 -0.0536 -0.1896 -0.0922 -0.1112 0.1093 0.1086 0.1060 0.1097

Record 3
# C16H15BrEuS

A structure of composition C16H15BrEuS (ωB97M-V/def2-TZVPD, the Open Molecules 2025 dataset).

XYZ file:
```
34
Properties=species:S:1:pos:R:3:forces:R:3
C -2.368 1.738 1.175 1.0 0.1 -0.7
C -1.073 1.924 1.749 0.0 -0.3 -1.3
C -0.122 2.022 0.666 -0.7 0.0 0.0
H -0.838 1.880 2.806 0.0 0.2 -0.1
C -0.846 1.879 -0.568 -0.2 -0.5 1.0
C -2.234 1.692 -0.249 0.9 0.1 1.0
H -3.042 1.524 -0.949 0.1 0.0 0.0
H -3.295 1.651 1.732 0.2 -0.1 -0.1
H 0.963 2.003 0.789 -0.3 0.3 -0.1
H -0.409 1.786 -1.556 0.0 0.3 0.1
Eu -0.496 -0.520 0.687 -1.5 -0.9 -0.2
Br 1.180 -0.830 2.846 0.0 0.1 0.1
C -1.842 -2.901 0.696 -0.2 0.8 0.5
C -2.729 -2.169 -0.169 0.3 0.4 1.0
C -3.497 -1.275 0.647 0.7 -0.4 0.1
H -2.754 -2.219 -1.256 -0.1 -0.2 0.3
C -3.060 -1.410 1.998 0.6 -0.4 -0.9
C -2.043 -2.419 2.040 0.0 0.4 -1.0
H -1.426 -2.658 2.903 -0.3 -0.2 -0.2
H -1.049 -3.582 0.379 -0.4 0.1 0.1
H -4.272 -0.592 0.290 0.4 -0.2 0.1
H -3.410 -0.827 2.842 0.0 -0.1 -0.1
S 1.263 -1.958 -1.179 -2.5 -1.6 1.1
C 2.239 -0.606 -1.254 1.8 2.5 -0.5
C 3.373 -0.420 -0.413 0.1 0.6 -1.4
C 4.423 0.416 -0.822 -0.8 0.7 -0.9
C 4.275 1.184 -2.011 -0.2 -0.3 0.1
C 3.068 1.129 -2.764 0.7 0.4 0.6
C 2.038 0.300 -2.336 1.1 -0.3 0.2
H 3.444 -0.997 0.478 0.1 -0.5 0.5
H 5.358 0.480 -0.250 -0.5 0.0 -0.2
H 5.093 1.836 -2.353 -0.4 -0.4 0.2
H 2.960 1.731 -3.690 0.1 -0.4 0.8
H 1.126 0.207 -2.903 -0.1 -0.1 -0.2
```
Forces are in eV/Å.

Energy relative to the best compared isomer or geometry (same formula, charge and spin) = 0.0 kJ/mol
Molecular weight = 471.2 g mol⁻¹
HOMO level (spin up / spin down) = -4.51 / -4.53 eV
Charge = -1
Multiplicity = 7

The computed Löwdin charges, all in e, follow: -0.2014 -0.2486 -0.3072 0.0740 -0.2390 -0.1903 0.0818 0.0859 0.0829 0.0728 1.5492 -0.2472 -0.2882 -0.2246 -0.2137 0.0788 -0.2096 -0.2709 0.0570 0.0713 0.0836 0.0804 0.4603 -0.8734 -0.1468 -0.1015 -0.1230 -0.1153 -0.1816 0.0563 0.0935 0.0819 0.0980 0.0745

Record 4
# C16H15BrIN2Re

A structure of composition C16H15BrIN2Re (ωB97M-V/def2-TZVPD, the Open Molecules 2025 dataset).

XYZ file:
```
36
Properties=species:S:1:pos:R:3:forces:R:3
Re -0.093 -0.292 0.476 -0.2 0.3 -0.2
C -1.281 2.115 0.500 0.4 -0.3 0.0
C -1.193 1.171 1.578 -0.4 0.0 0.6
C -2.060 0.071 1.239 -0.4 0.2 0.6
C -2.710 0.438 -0.002 0.3 -0.2 -0.1
C -2.259 1.688 -0.413 0.0 0.0 -0.2
H -0.681 3.011 0.410 0.0 0.0 0.0
H -0.817 1.393 2.569 0.0 -0.1 0.0
H -2.442 -0.667 1.933 0.0 0.1 0.0
H -3.405 -0.195 -0.539 0.0 0.0 0.0
H -2.553 2.207 -1.314 0.0 0.0 0.0
C 3.421 3.533 2.922 0.0 0.0 0.1
C 3.179 2.170 2.354 0.0 -0.1 -0.1
C 4.187 1.204 2.290 -0.1 0.1 0.0
C 3.946 -0.051 1.738 -0.2 0.0 0.0
C 2.675 -0.263 1.281 0.1 0.0 0.0
Br 2.080 -1.886 0.452 0.0 0.0 0.0
N 1.668 0.617 1.317 0.1 -0.1 -0.1
C 1.927 1.826 1.851 0.1 0.0 0.1
H 4.379 3.568 3.434 0.0 0.0 0.0
H 2.645 3.803 3.638 0.0 0.0 0.0
H 3.436 4.275 2.121 0.0 0.0 0.0
H 5.174 1.432 2.674 0.0 0.0 0.0
H 4.714 -0.810 1.678 0.0 0.0 0.0
H 1.106 2.527 1.880 0.0 0.1 0.0
I 0.119 -0.019 -2.120 0.3 -0.1 -0.7
C -0.798 -1.897 -1.843 0.0 -0.1 0.1
C -1.157 -2.850 -2.758 0.1 0.1 0.1
C -1.738 -4.009 -2.235 0.0 0.0 0.0
C -1.909 -4.144 -0.864 0.0 0.0 0.0
C -1.506 -3.125 -0.020 -0.1 0.0 0.1
N -0.956 -1.998 -0.506 0.1 0.1 -0.1
H -1.003 -2.715 -3.820 0.0 0.0 0.0
H -2.053 -4.801 -2.905 0.0 0.0 0.0
H -2.351 -5.037 -0.444 0.0 0.0 0.0
H -1.618 -3.191 1.055 0.0 0.0 0.0
```
Forces are in eV/Å.

Energy relative to the best compared isomer or geometry (same formula, charge and spin) = 212.2 kJ/mol
Molecular weight = 628.3 g mol⁻¹
HOMO level (spin up / spin down) = -19.04 / -19.21 eV
Charge = +3
Multiplicity = 2

The computed Löwdin charges, all in e, follow: 1.0966 -0.0258 -0.2692 -0.2460 -0.0135 -0.0637 0.1400 0.1442 0.1440 0.1488 0.1427 0.0015 -0.1886 0.0742 -0.0081 -0.6403 0.9667 -0.1543 -0.0285 0.1027 0.1058 0.1121 0.1539 0.1443 0.1228 1.3622 -0.6431 -0.0225 0.0425 0.0264 -0.0659 -0.2368 0.1408 0.1503 0.1445 0.1393

Record 5
# C16H15ClErTe

A structure of composition C16H15ClErTe (ωB97M-V/def2-TZVPD, the Open Molecules 2025 dataset).

XYZ file:
```
34
Properties=species:S:1:pos:R:3:forces:R:3
C 1.446 2.842 1.504 -0.4 0.4 -1.7
C 0.061 2.971 1.084 1.1 1.2 -0.1
C 0.013 2.967 -0.339 0.6 0.2 0.3
H -0.757 3.288 1.725 0.2 -0.5 -0.1
C 1.321 2.686 -0.828 0.2 0.8 1.0
C 2.229 2.646 0.293 -0.7 0.6 0.4
H 3.310 2.459 0.248 -0.6 0.1 0.0
H 1.807 2.909 2.521 0.0 -0.1 0.0
H -0.826 3.327 -0.956 0.3 -1.0 0.4
H 1.596 2.675 -1.877 0.0 -0.2 0.2
Er 0.939 0.619 0.731 -0.5 -0.9 -1.9
Cl -0.419 -0.058 2.551 -0.6 -0.6 1.2
C -3.289 -0.551 -1.663 0.5 0.8 -0.2
C -2.603 0.078 -2.754 -0.5 0.6 1.0
C -2.722 1.492 -2.569 -0.3 -0.9 0.6
H -2.040 -0.411 -3.549 -0.2 0.0 0.2
C -3.465 1.726 -1.371 0.3 -0.9 -0.5
C -3.815 0.464 -0.814 0.3 0.2 -0.4
H -4.400 0.327 0.101 0.3 -0.1 -0.3
H -3.294 -1.615 -1.462 -0.2 -0.1 -0.1
H -2.323 2.242 -3.233 0.1 0.2 -0.1
H -3.713 2.685 -0.944 -0.1 0.2 0.0
Te 1.490 -0.782 -1.761 0.4 -0.4 0.6
C 1.724 -2.130 -0.054 0.0 -0.6 0.1
C 2.884 -2.231 0.766 -0.8 0.4 -0.2
C 2.912 -3.120 1.858 -0.1 0.1 -0.2
C 1.799 -3.935 2.117 0.3 -0.1 0.1
C 0.667 -3.881 1.301 -0.2 0.3 -0.3
C 0.629 -2.988 0.215 0.4 0.3 0.6
H 3.708 -1.544 0.528 -0.1 -0.5 0.2
H 3.801 -3.178 2.510 -0.6 0.1 -0.4
H 1.813 -4.618 2.978 0.0 0.4 -0.4
H -0.219 -4.502 1.537 0.7 0.4 -0.2
H -0.265 -2.859 -0.394 0.1 -0.3 0.2
```
Forces are in eV/Å.

Molecular weight = 537.6 g mol⁻¹
HOMO level (spin up / spin down) = -2.60 / -2.60 eV
Charge = -1
Multiplicity = 4

The computed Löwdin charges, all in e, follow: -0.2628 -0.2297 -0.1385 0.1077 -0.2419 -0.2601 0.1030 0.0954 0.1160 0.0952 0.7431 -0.0663 -0.2260 -0.2248 -0.2350 0.0481 -0.2380 -0.2231 0.0535 0.0438 0.0426 0.0440 0.7300 -0.7254 -0.1751 -0.1021 -0.1075 -0.0865 -0.1690 0.0861 0.1020 0.1004 0.1121 0.0888

Record 6
# C16H15ClFN5O2

The molecule C16H15ClFN5O2 (ωB97M-V/def2-TZVPD, the Open Molecules 2025 dataset).

XYZ file:
```
40
Properties=species:S:1:pos:R:3:forces:R:3
C 2.829 3.586 -3.019 -0.4 -0.1 0.2
C 1.312 3.681 -2.952 0.2 0.0 -0.5
O 0.805 3.081 -1.755 -0.1 0.3 0.3
C 0.629 1.761 -1.761 0.0 -0.1 0.3
O 0.853 1.051 -2.704 0.1 0.0 -0.1
C 0.068 1.313 -0.419 0.2 0.2 0.0
C -1.460 1.004 -0.569 -0.1 0.0 0.1
C -1.781 -0.437 -0.297 -0.3 0.1 0.0
C -2.003 -0.876 1.006 -0.1 -0.2 -0.2
F -2.012 0.037 1.999 0.0 -0.1 -0.1
C -2.220 -2.200 1.333 0.0 0.2 0.1
C -2.232 -3.140 0.318 0.0 0.1 0.0
C -2.048 -2.747 -0.994 0.0 0.0 -0.2
C -1.825 -1.411 -1.294 -0.2 -0.2 0.4
Cl -1.595 -0.963 -2.944 0.0 0.0 -0.2
C 0.810 0.128 0.128 0.2 0.0 -0.5
C 1.231 -0.975 -0.584 0.1 0.2 0.1
C 1.798 -2.050 0.107 -0.1 0.1 0.0
N 1.952 -2.092 1.410 0.3 -0.6 0.1
C 1.577 -1.027 2.091 -0.4 0.8 -0.2
N 1.617 -0.789 3.386 0.1 -0.2 0.6
C 1.105 0.451 3.508 0.2 -0.4 -1.1
N 1.034 1.087 4.695 -0.1 0.3 0.4
N 0.729 1.024 2.361 -0.4 1.1 0.7
N 1.019 0.100 1.450 0.6 -1.3 0.3
H 3.187 4.104 -3.904 0.1 0.1 -0.1
H 3.274 4.039 -2.137 0.1 0.1 0.0
H 3.135 2.544 -3.074 0.1 0.0 0.0
H 0.983 4.720 -2.907 0.0 -0.1 0.0
H 0.862 3.181 -3.815 0.0 0.1 0.1
H 0.192 2.135 0.291 0.0 -0.2 -0.2
H -1.783 1.261 -1.579 0.0 0.0 0.1
H -2.004 1.627 0.141 0.0 0.0 -0.1
H -2.370 -2.475 2.364 0.0 0.0 0.1
H -2.390 -4.181 0.551 0.0 -0.1 0.0
H -2.070 -3.471 -1.793 0.0 -0.1 -0.1
H 1.115 -0.999 -1.653 -0.1 0.0 -0.1
H 2.128 -2.931 -0.426 0.0 -0.1 -0.2
H 0.413 1.876 4.745 0.0 0.0 0.1
H 1.121 0.502 5.509 -0.1 0.1 0.0
```
Forces are in eV/Å.

Energy relative to the best compared isomer or geometry (same formula, charge and spin) = 5.8 kJ/mol
Molecular weight = 363.8 g mol⁻¹
HOMO level = -8.48 eV
SMILES = CCOC(=O)[C@@H](Cc1c(F)cccc1Cl)c1ccnc2nc(N)nn12

The computed Löwdin charges, all in e, follow: -0.0588 -0.2078 0.0116 -0.4654 0.0929 -0.1045 -0.0568 -0.1907 -0.2287 0.0746 0.0029 -0.0661 -0.1052 -0.5996 0.7646 -0.1428 0.0054 -0.1076 0.1466 -0.3486 0.1775 -0.4749 0.1462 0.1391 0.0058 0.0784 0.0795 0.0762 0.1241 0.1230 0.1407 0.1030 0.1278 0.1215 0.1096 0.1034 0.0993 0.1103 0.0962 0.0971

Let's list largest force on an atom in order: 1.5; 0.3; 3.2; 0.8; 2.2; 1.4 eV Å⁻¹.